Formula: C33H41FeN5O2PS
Source: the OMol25 dataset
Level of theory: the ωB97M-V functional and the def2-TZVPD basis

The geometry in ORCA input format:
```
! RIJCOSX wB97M-V def2-TZVPD def2/J DEFGRID3
* xyz 2 2
Fe 0.030 -0.089 0.337
C 1.323 2.505 2.805
C 1.242 2.851 1.361
C 2.048 3.941 0.852
C 2.104 4.197 -0.460
C 1.340 3.338 -1.410
C 0.285 2.573 -0.718
N 0.399 2.203 0.580
C -0.820 1.966 -1.437
C -1.506 2.464 -2.540
C -2.677 1.820 -2.913
C -3.187 0.775 -2.149
C -2.436 0.331 -1.069
N -1.247 0.860 -0.829
C -2.867 -0.565 0.030
C -4.108 -1.163 0.039
C -4.542 -1.777 1.207
C -3.731 -1.721 2.316
C -2.466 -1.126 2.237
C -1.650 -1.024 3.483
N -2.015 -0.601 1.090
H 0.975 3.355 3.399
H 0.707 1.642 3.043
H 2.356 2.310 3.100
H 2.615 4.530 1.561
H 2.719 4.990 -0.862
H 0.968 3.894 -2.267
H -1.173 3.351 -3.059
H -3.237 2.181 -3.765
H -4.151 0.348 -2.382
H -4.743 -1.129 -0.835
H -5.514 -2.250 1.252
H -4.057 -2.129 3.263
H -1.720 -1.942 4.068
H -0.613 -0.810 3.266
H -2.047 -0.218 4.105
C -0.975 -4.922 -0.176
C -0.918 -3.503 0.389
P -0.059 -2.254 -0.642
C 1.491 -3.149 -1.075
C 2.639 -2.337 -1.668
C -0.974 -2.281 -2.231
C -0.387 -1.329 -3.279
H -1.488 -5.577 0.528
H 0.016 -5.339 -0.348
H -1.528 -4.962 -1.114
H -0.408 -3.497 1.358
H -1.929 -3.137 0.569
H 1.196 -3.938 -1.770
H 1.815 -3.653 -0.161
H 2.420 -2.014 -2.685
H 3.543 -2.947 -1.713
H 2.844 -1.446 -1.079
H -2.013 -2.027 -2.015
H -0.977 -3.304 -2.610
H -0.048 -0.389 -2.836
H -1.129 -1.093 -4.042
H 0.465 -1.780 -3.786
S 1.658 -0.807 2.052
C 2.352 -2.373 2.101
N 3.417 -2.787 1.428
C 3.841 -4.140 1.799
C 2.829 -4.509 2.908
N 1.938 -3.343 2.916
H 3.894 -2.212 0.755
H 4.867 -4.133 2.159
H 3.776 -4.811 0.943
H 3.307 -4.636 3.878
H 2.273 -5.413 2.672
H 1.264 -3.158 3.639
O 2.285 2.374 -2.059
C 2.617 1.284 -1.335
O 1.768 0.517 -0.905
C 4.063 1.108 -1.130
C 4.489 0.387 -0.015
C 5.842 0.248 0.240
C 6.769 0.809 -0.632
C 6.346 1.531 -1.740
C 4.993 1.700 -1.983
H 3.740 0.015 0.673
H 6.181 -0.278 1.123
H 7.828 0.698 -0.437
H 7.072 1.971 -2.409
H 4.656 2.269 -2.839
*
```

Computed properties:
HOMO level (alpha / beta): -12.92 / -13.91 eV
Max |F|: 0.64 eV Å⁻¹
⟨S²⟩: 0.79
Total energy: -3709.17311 Ha

***

Formula: C33H41N8O14
Source: the OMol25 dataset
Level of theory: the ωB97M-V functional and the def2-TZVPD basis

The geometry in ORCA input format:
```
! RIJCOSX wB97M-V def2-TZVPD def2/J DEFGRID3
* xyz -1 1
N 0.722 33.457 42.005
O 1.662 32.647 41.907
O -0.096 33.288 43.011
O 0.356 34.101 41.047
C 2.090 32.346 47.312
C 1.977 32.399 45.752
C 2.697 31.229 44.935
C 3.461 30.159 45.747
C 3.425 30.125 47.271
C 2.807 31.273 47.988
N 4.049 29.008 44.966
O 4.596 28.009 45.597
O 4.103 29.181 43.750
H 1.690 33.170 47.575
H 1.564 33.320 45.165
H 2.681 31.451 43.907
H 3.856 29.426 47.769
H 2.777 31.349 49.069
C 1.175 32.372 37.700
C 1.385 31.598 36.388
C 1.327 32.444 35.172
C 0.698 33.792 35.209
C 0.446 34.503 36.574
C 0.717 33.645 37.781
N 0.491 34.596 33.987
O 0.498 33.886 32.902
O 0.345 35.819 34.018
H 1.183 31.717 38.566
H 1.687 30.547 36.385
H 1.453 31.857 34.154
H -0.165 35.495 36.620
H 0.662 34.041 38.576
C -1.515 35.692 45.276
C -2.356 36.986 45.049
C -2.365 37.922 46.184
C -1.849 37.509 47.551
C -1.079 36.152 47.666
C -1.023 35.210 46.502
N -1.945 38.449 48.704
O -1.364 38.035 49.727
O -2.868 39.302 48.606
H -1.337 34.966 44.348
H -2.833 37.361 44.044
H -2.970 38.842 46.057
H -0.836 35.792 48.790
H -0.679 34.239 46.668
C 3.780 36.114 42.834
C 4.379 37.458 43.072
C 4.699 37.826 44.453
C 4.412 36.877 45.590
C 3.973 35.509 45.274
C 3.654 35.119 43.763
N 4.652 37.317 46.986
O 5.431 38.272 47.094
O 4.646 36.455 47.915
H 3.642 35.855 41.799
H 4.558 38.184 42.454
H 5.192 38.817 44.657
H 3.811 34.856 45.947
H 3.438 33.886 43.539
C -0.486 29.524 43.479
O 0.396 28.650 43.249
N -1.745 29.295 43.061
C -2.694 30.392 43.398
C -2.235 28.054 42.414
H -0.220 30.442 43.905
H -2.579 30.572 44.386
H -3.734 29.819 43.314
H -2.532 31.226 43.016
H -3.248 27.889 41.997
H -2.002 27.045 42.988
H -1.580 28.054 41.540
C 6.632 33.697 39.515
O 7.614 33.889 38.701
N 5.439 33.728 39.005
C 4.266 33.745 40.009
C 5.118 33.723 37.625
H 6.599 33.496 40.578
H 4.383 33.655 40.947
H 3.624 32.839 39.921
H 3.503 34.430 39.631
H 5.664 34.860 37.160
H 4.179 33.429 37.401
H 5.568 32.980 37.077
C 4.750 29.836 38.716
O 5.190 29.477 37.571
N 3.608 29.362 39.198
C 3.026 29.777 40.460
C 2.864 28.232 38.488
H 5.109 30.687 39.262
H 3.875 29.707 41.186
H 2.364 28.888 40.927
H 2.716 30.816 40.343
H 2.961 27.418 38.749
H 3.077 28.120 37.478
H 1.694 28.270 38.583
*
```

Computed properties:
HOMO level: -6.75 eV
Max |F|: 15.86 eV Å⁻¹
Total energy: -2772.33313 Ha

***

Formula: C33H42CrN3OP
Source: the OMol25 dataset
Level of theory: the ωB97M-V functional and the def2-TZVPD basis

The geometry in ORCA input format:
```
! RIJCOSX wB97M-V def2-TZVPD def2/J DEFGRID3
* xyz 0 5
Cr -0.123 0.532 -0.328
C 2.836 -0.027 0.356
N 2.191 0.942 -0.533
C 2.861 0.941 -1.837
C 2.269 2.280 0.036
C 3.474 2.826 0.442
C 3.537 4.086 1.013
C 2.365 4.798 1.213
C 1.157 4.281 0.793
C 1.082 3.034 0.145
N -0.067 2.458 -0.314
C -1.164 3.172 -0.677
C -1.219 4.543 -1.005
C -2.412 5.160 -1.307
C -3.603 4.447 -1.291
C -3.562 3.080 -1.076
C -2.363 2.439 -0.827
N -2.258 0.989 -0.748
C -2.707 0.429 -2.026
C -3.081 0.481 0.352
H 3.885 0.220 0.551
H 2.792 -1.016 -0.098
H 2.274 -0.051 1.289
H 3.881 1.340 -1.770
H 2.297 1.551 -2.545
H 2.931 -0.080 -2.213
H 4.390 2.263 0.336
H 4.491 4.496 1.312
H 2.396 5.757 1.712
H 0.248 4.827 0.995
H -0.309 5.118 -1.051
H -2.428 6.215 -1.542
H -4.544 4.937 -1.483
H -4.481 2.513 -1.109
H -3.778 0.609 -2.188
H -2.528 -0.644 -2.062
H -2.154 0.905 -2.836
H -4.149 0.476 0.098
H -2.930 1.119 1.219
H -2.770 -0.530 0.614
C 0.525 -1.560 -3.046
P -0.079 -1.700 -1.286
C -1.284 -3.060 -1.597
C -2.612 -3.018 -1.173
C -3.470 -4.073 -1.412
C -3.014 -5.216 -2.052
C -1.684 -5.285 -2.448
C -0.831 -4.227 -2.227
C 1.121 -2.827 -0.484
C 2.364 -3.228 -0.967
C 3.147 -4.094 -0.223
C 2.701 -4.578 0.994
C 1.462 -4.183 1.482
C 0.694 -3.301 0.755
H 1.028 -2.460 -3.395
H 1.185 -0.703 -3.151
H -0.350 -1.390 -3.674
H -2.979 -2.159 -0.629
H -4.501 -4.006 -1.094
H -3.672 -6.052 -2.220
H -1.308 -6.177 -2.928
H 0.207 -4.313 -2.515
H 2.725 -2.882 -1.926
H 4.121 -4.386 -0.595
H 3.314 -5.266 1.554
H 1.107 -4.555 2.431
H -0.260 -2.963 1.135
C 1.323 1.274 3.452
C 0.129 0.370 3.045
C -1.160 1.146 3.399
C 0.175 -0.903 3.929
O 0.167 0.022 1.724
H 1.214 1.581 4.490
H 1.354 2.159 2.821
H 2.265 0.740 3.346
H -1.132 1.473 4.437
H -2.028 0.506 3.262
H -1.244 2.019 2.754
H 0.175 -0.634 4.984
H 1.070 -1.480 3.706
H -0.693 -1.529 3.729
*
```

Computed properties:
HOMO level (alpha / beta): -6.32 / -6.76 eV
Max |F|: 2.11 eV Å⁻¹
⟨S²⟩: 6.02
Total energy: -2908.00989 Ha

***

Calculated molecular weight (g mol⁻¹), listed in the same order as above: 658.61, 773.73, 579.69